# 1
Formula: C10H39N3O7
Source: the Open Molecules 2025 dataset
Level of theory: the ωB97M-V functional and the def2-TZVPD basis

```
! RIJCOSX wB97M-V def2-TZVPD def2/J DEFGRID3
* xyz 0 1
N 0.434 -0.941 -1.201
H 0.709 -1.325 -2.119
H 0.604 0.068 -1.089
H 1.056 -1.499 -0.549
H -0.525 -1.236 -1.008
C 0.609 -3.939 -0.094
C 1.945 -3.492 0.527
O 2.211 -2.133 0.448
H 0.505 -3.736 -1.171
H -0.300 -3.565 0.382
H 0.554 -5.035 -0.085
H 2.764 -4.026 0.017
H 1.920 -3.850 1.569
O -1.592 -3.213 -3.619
H -1.392 -2.982 -4.531
H -1.133 -4.048 -3.469
O 4.547 -1.652 -1.167
H 4.146 -1.957 -1.981
H 3.843 -1.760 -0.494
O -2.407 -2.051 -1.211
H -3.334 -2.294 -1.130
H -2.074 -2.582 -1.955
O 1.649 -1.437 -3.636
H 2.375 -2.067 -3.713
H 1.096 -1.603 -4.405
C -3.582 2.664 0.492
C -2.530 1.510 0.471
C -3.021 0.285 1.272
O -3.436 0.592 2.562
C -2.457 1.057 3.466
N -2.221 1.240 -0.946
H -3.146 3.644 0.275
H -4.046 2.789 1.472
H -4.352 2.551 -0.276
H -1.677 2.014 0.935
H -2.200 -0.445 1.293
H -3.883 -0.147 0.758
H -1.940 1.974 3.180
H -1.787 0.230 3.719
H -2.937 1.311 4.413
H -2.608 1.989 -1.505
H -2.796 0.421 -1.135
C 0.897 3.690 0.824
C 1.507 2.438 0.229
C 1.531 1.323 1.299
O 2.330 1.627 2.422
C 3.717 1.705 2.105
N 0.720 1.981 -0.907
H 1.491 4.158 1.612
H -0.101 3.522 1.234
H 0.776 4.473 0.067
H 2.555 2.573 -0.036
H 1.789 0.357 0.843
H 0.520 1.086 1.652
H 4.207 1.816 3.074
H 3.944 2.628 1.564
H 4.142 0.835 1.603
H 0.644 2.709 -1.610
H -0.262 1.758 -0.739
*
```

* calculated total energy: -29803.267 eV
* gap between HOMO and LUMO: 6.54 eV
* molecular weight: 313.44 g/mol
* relative energy (zero: lowest compared OMol25 entry of this formula, charge and spin): 6.35 kcal per mole
* F_max: 2.8 eV/A

=====

# 2
Formula: C10H3Cl5IrO4S5Se
Source: the Open Molecules 2025 dataset
Level of theory: the ωB97M-V functional and the def2-TZVPD basis

```
! RIJCOSX wB97M-V def2-TZVPD def2/J DEFGRID3
* xyz -1 5
Ir 0.745 0.305 0.044
Cl -0.094 1.992 2.356
C 0.313 3.039 1.044
C 0.423 2.413 -0.200
C 0.791 3.240 -1.262
Cl 0.924 2.546 -2.827
C 1.066 4.595 -1.093
Cl 1.552 5.561 -2.425
C 0.966 5.165 0.174
Cl 1.359 6.819 0.406
C 0.553 4.389 1.256
Cl 0.380 5.088 2.810
O 4.449 -1.531 -0.236
Se 2.946 -1.302 0.127
O 1.978 -1.011 -1.192
O 2.705 0.060 1.035
O 2.292 -2.536 0.921
C -3.977 -2.149 0.005
S -2.937 -2.330 -1.482
C -1.600 -3.220 -0.772
C -0.732 -2.752 0.170
S -0.893 -1.222 0.947
S 0.455 -3.911 0.762
C -0.168 -5.250 -0.132
S 0.447 -6.772 0.031
S -1.412 -4.874 -1.284
H -4.944 -1.801 -0.340
H -3.517 -1.429 0.672
H -4.068 -3.119 0.487
*
```

* calculated total energy: -203578.392 eV
* gap between HOMO and LUMO (alpha / beta): 7.17 / 5.26 eV
* molecular weight: 795.91 g/mol
* F_max: 2.2 eV/A

=====

# 3
Formula: C10H40BCrO10S
Source: the Open Molecules 2025 dataset
Level of theory: the ωB97M-V functional and the def2-TZVPD basis

```
! RIJCOSX wB97M-V def2-TZVPD def2/J DEFGRID3
* xyz 1 5
Cr 1.862 -0.814 -1.387
B 0.429 0.005 0.220
H 1.501 0.229 0.747
H 0.365 -1.158 0.001
H -0.459 0.289 0.978
H 0.373 0.656 -0.775
O -1.696 -3.943 3.975
S -1.479 -2.870 3.077
O -1.794 -2.997 1.685
O -2.294 -1.660 3.692
C -2.263 -0.395 3.006
C -3.364 0.474 3.604
C 0.197 -2.323 3.185
H -2.417 -0.542 1.935
H -1.292 0.086 3.139
H -3.569 1.320 2.952
H -3.005 0.831 4.571
H -4.280 -0.076 3.804
H 0.369 -1.516 2.476
H 0.822 -3.184 2.956
H 0.372 -1.998 4.208
C -1.013 3.530 1.346
O 0.236 3.008 0.910
H -1.517 4.064 0.534
H -1.676 2.741 1.703
H -0.813 4.264 2.127
H 0.161 2.052 0.835
C -0.103 -3.187 -2.587
O 0.297 -1.800 -2.539
H -1.060 -3.285 -3.095
H 0.635 -3.786 -3.122
H -0.212 -3.536 -1.565
H 0.102 -1.396 -3.392
C -0.843 3.867 -2.532
O -0.764 2.438 -2.647
H -1.866 4.151 -2.286
H -0.183 4.222 -1.739
H -0.563 4.292 -3.491
H -1.357 2.044 -1.984
C 3.605 1.632 -0.082
O 3.588 0.294 -0.603
H 3.505 1.616 1.003
H 4.531 2.148 -0.335
H 2.766 2.170 -0.512
H 4.396 -0.186 -0.400
C 2.167 -3.726 -0.053
O 2.543 -2.339 -0.004
H 2.966 -4.351 0.340
H 1.226 -3.902 0.468
H 2.043 -4.016 -1.095
H 2.913 -2.146 0.863
C -3.161 -0.312 -0.918
O -2.283 0.803 -0.833
H -3.868 -0.317 -0.088
H -3.682 -0.236 -1.869
H -2.606 -1.256 -0.905
H -1.566 0.672 -0.197
C 2.524 1.662 -3.332
O 1.529 0.813 -2.732
H 2.173 2.690 -3.358
H 3.447 1.621 -2.759
H 2.749 1.309 -4.338
H 0.656 1.260 -2.786
*
```

* calculated total energy: -71417.990 eV
* gap between HOMO and LUMO (alpha / beta): 9.16 / 8.94 eV
* molecular weight: 415.29 g/mol
* relative energy (zero: lowest compared OMol25 entry of this formula, charge and spin): 0.00 kcal per mole
* F_max: 1.1 eV/A

=====

# 4
Formula: C10H40F4N2O18S4Zn
Source: the Open Molecules 2025 dataset
Level of theory: the ωB97M-V functional and the def2-TZVPD basis

```
! RIJCOSX wB97M-V def2-TZVPD def2/J DEFGRID3
* xyz 0 1
Zn 1.764 -0.101 1.652
N 3.735 0.959 2.244
S 5.242 0.295 2.546
O 5.889 1.000 3.560
O 5.933 -0.230 1.468
F 4.565 -1.048 3.118
S 3.654 2.510 1.758
O 2.244 2.904 1.946
O 4.274 2.896 0.485
F 4.556 3.374 2.701
N -0.212 0.040 0.819
S -1.380 -0.795 1.446
O -2.642 -0.145 1.718
O -0.830 -1.655 2.445
F -1.590 -1.785 0.220
S -0.567 1.286 -0.122
O -0.512 2.567 0.473
O -1.606 0.954 -0.970
F 0.738 1.223 -1.063
C -4.586 -0.384 -4.337
O -4.248 0.968 -4.257
H -5.346 -0.608 -3.595
H -4.985 -0.618 -5.315
H -3.755 -0.999 -4.031
H -4.852 1.455 -3.734
C -4.887 3.016 2.612
O -3.652 3.589 2.852
H -5.006 2.072 3.182
H -5.671 3.693 2.893
H -5.081 2.714 1.583
H -3.687 4.394 2.360
C 0.096 -3.103 -2.337
O 0.786 -1.864 -2.162
H 0.191 -3.250 -3.414
H 0.678 -3.917 -1.934
H -0.915 -3.022 -1.957
H 0.823 -1.343 -3.011
C 1.253 -3.237 1.779
O 1.739 -1.956 2.305
H 0.654 -2.965 0.954
H 2.182 -3.799 1.521
H 0.507 -3.695 2.401
H 2.138 -2.295 3.167
C 1.332 0.929 4.761
O 0.895 0.819 3.367
H 1.317 1.960 5.082
H 0.878 0.144 5.341
H 2.381 0.700 4.832
H 0.922 1.771 3.055
C 1.707 0.346 -5.011
O 1.097 0.091 -3.757
H 1.035 0.153 -5.895
H 2.100 1.371 -4.949
H 2.571 -0.302 -5.032
H 0.229 0.535 -3.776
C -1.422 2.599 -4.578
O -1.171 1.188 -4.545
H -2.402 2.857 -5.083
H -1.474 2.967 -3.498
H -0.675 3.138 -5.086
H -1.986 0.797 -4.176
C 3.998 -4.262 4.352
O 2.963 -3.270 4.218
H 4.297 -4.152 5.395
H 3.695 -5.336 4.188
H 4.936 -4.062 3.774
H 2.325 -3.470 4.937
C -5.702 1.007 -0.720
O -6.080 1.913 -1.793
H -4.671 1.185 -0.363
H -6.391 0.967 0.122
H -5.774 0.005 -1.122
H -6.930 1.627 -2.140
C 3.433 -0.452 -1.020
O 2.233 -0.638 -0.226
H 3.629 -1.387 -1.523
H 3.191 0.251 -1.804
H 4.281 -0.037 -0.442
H 1.601 -1.051 -0.854
*
```

* calculated total energy: -153478.659 eV
* gap between HOMO and LUMO: 9.96 eV
* molecular weight: 746.08 g/mol
* F_max: 3.9 eV/A

=====

# 5
Formula: C10H40HfN21O13
Source: the Open Molecules 2025 dataset
Level of theory: the ωB97M-V functional and the def2-TZVPD basis

```
! RIJCOSX wB97M-V def2-TZVPD def2/J DEFGRID3
* xyz 2 2
Hf -1.319 -0.087 3.928
N -0.207 -0.231 0.396
O -0.398 -1.187 -0.164
O -0.473 -0.228 1.537
O 0.275 0.776 -0.147
C -3.703 2.155 -1.223
O -3.748 2.324 0.021
N -2.677 1.659 -1.931
N -4.655 2.244 -1.945
H -1.724 1.817 -1.636
H -2.892 1.480 -2.902
H -5.536 2.606 -1.607
H -4.430 2.147 -2.925
C 2.011 4.301 -0.294
O 2.493 3.513 0.536
N 2.351 5.604 -0.278
N 1.031 4.116 -1.154
H 2.983 5.956 0.426
H 2.076 6.205 -1.041
H 0.829 4.842 -1.826
H 0.635 3.196 -1.287
C 1.610 -2.137 3.429
O 0.611 -1.528 3.647
N 2.798 -1.588 3.394
N 1.686 -3.386 3.234
H 3.511 -2.272 3.186
H 2.949 -0.609 3.591
H 0.948 -4.039 3.455
H 2.580 -3.856 3.268
C -3.891 -0.611 1.500
O -3.079 -0.022 2.239
N -4.939 -1.198 2.010
N -3.816 -0.964 0.210
H -5.395 -1.830 1.367
H -5.187 -0.980 2.965
H -4.563 -1.478 -0.235
H -3.093 -0.390 -0.199
C 3.067 -3.310 0.175
O 4.136 -3.499 0.798
N 2.908 -2.612 -0.913
N 1.898 -3.778 0.398
H 3.754 -2.265 -1.342
H 2.346 -3.262 -1.444
H 1.305 -3.580 -0.396
H 1.705 -4.330 1.222
C -1.054 3.085 2.071
O -1.317 2.024 2.736
N -1.832 3.602 1.200
N -0.019 3.795 2.224
H -2.654 3.042 1.030
H -1.435 4.316 0.606
H 0.317 4.604 1.721
H 0.576 3.351 2.909
C -1.777 -3.399 2.607
O -1.774 -2.246 3.069
N -2.382 -4.400 3.074
N -1.233 -3.647 1.409
H -3.095 -4.165 3.751
H -2.439 -5.166 2.419
H -1.129 -4.616 1.145
H -0.484 -3.017 1.157
C -0.374 -2.918 -3.258
O -0.499 -3.506 -4.272
N 0.304 -1.853 -3.003
N -1.015 -3.256 -2.193
H 0.841 -1.453 -3.759
H 0.414 -1.506 -2.061
H -1.517 -4.132 -2.186
H -1.005 -2.656 -1.380
C 0.575 1.880 -4.466
O 1.631 2.409 -4.535
N -0.193 1.840 -5.508
N 0.141 1.184 -3.456
H -0.041 2.274 -6.408
H -1.028 1.291 -5.367
H 0.754 1.300 -2.662
H -0.714 0.655 -3.549
C 5.045 1.168 0.372
O 6.089 0.514 0.590
N 3.871 0.787 0.802
N 4.910 2.340 -0.155
H 3.048 1.293 0.508
H 3.858 -0.184 1.079
H 4.109 2.878 0.144
H 5.757 2.805 -0.450
*
```

* calculated total energy: -70219.650 eV
* gap between HOMO and LUMO (alpha / beta): 4.54 / 4.48 eV
* molecular weight: 841.05 g/mol
* F_max: 11.9 eV/A

=====

Repeat the first record exactly.
Formula: C10H39N3O7
Source: the Open Molecules 2025 dataset
Level of theory: the ωB97M-V functional and the def2-TZVPD basis

```
! RIJCOSX wB97M-V def2-TZVPD def2/J DEFGRID3
* xyz 0 1
N 0.434 -0.941 -1.201
H 0.709 -1.325 -2.119
H 0.604 0.068 -1.089
H 1.056 -1.499 -0.549
H -0.525 -1.236 -1.008
C 0.609 -3.939 -0.094
C 1.945 -3.492 0.527
O 2.211 -2.133 0.448
H 0.505 -3.736 -1.171
H -0.300 -3.565 0.382
H 0.554 -5.035 -0.085
H 2.764 -4.026 0.017
H 1.920 -3.850 1.569
O -1.592 -3.213 -3.619
H -1.392 -2.982 -4.531
H -1.133 -4.048 -3.469
O 4.547 -1.652 -1.167
H 4.146 -1.957 -1.981
H 3.843 -1.760 -0.494
O -2.407 -2.051 -1.211
H -3.334 -2.294 -1.130
H -2.074 -2.582 -1.955
O 1.649 -1.437 -3.636
H 2.375 -2.067 -3.713
H 1.096 -1.603 -4.405
C -3.582 2.664 0.492
C -2.530 1.510 0.471
C -3.021 0.285 1.272
O -3.436 0.592 2.562
C -2.457 1.057 3.466
N -2.221 1.240 -0.946
H -3.146 3.644 0.275
H -4.046 2.789 1.472
H -4.352 2.551 -0.276
H -1.677 2.014 0.935
H -2.200 -0.445 1.293
H -3.883 -0.147 0.758
H -1.940 1.974 3.180
H -1.787 0.230 3.719
H -2.937 1.311 4.413
H -2.608 1.989 -1.505
H -2.796 0.421 -1.135
C 0.897 3.690 0.824
C 1.507 2.438 0.229
C 1.531 1.323 1.299
O 2.330 1.627 2.422
C 3.717 1.705 2.105
N 0.720 1.981 -0.907
H 1.491 4.158 1.612
H -0.101 3.522 1.234
H 0.776 4.473 0.067
H 2.555 2.573 -0.036
H 1.789 0.357 0.843
H 0.520 1.086 1.652
H 4.207 1.816 3.074
H 3.944 2.628 1.564
H 4.142 0.835 1.603
H 0.644 2.709 -1.610
H -0.262 1.758 -0.739
*
```

* calculated total energy: -29803.267 eV
* gap between HOMO and LUMO: 6.54 eV
* molecular weight: 313.44 g/mol
* relative energy (zero: lowest compared OMol25 entry of this formula, charge and spin): 6.35 kcal per mole
* F_max: 2.8 eV/A

=====

Please write out number 5 again, unchanged.
Formula: C10H40HfN21O13
Source: the Open Molecules 2025 dataset
Level of theory: the ωB97M-V functional and the def2-TZVPD basis

```
! RIJCOSX wB97M-V def2-TZVPD def2/J DEFGRID3
* xyz 2 2
Hf -1.319 -0.087 3.928
N -0.207 -0.231 0.396
O -0.398 -1.187 -0.164
O -0.473 -0.228 1.537
O 0.275 0.776 -0.147
C -3.703 2.155 -1.223
O -3.748 2.324 0.021
N -2.677 1.659 -1.931
N -4.655 2.244 -1.945
H -1.724 1.817 -1.636
H -2.892 1.480 -2.902
H -5.536 2.606 -1.607
H -4.430 2.147 -2.925
C 2.011 4.301 -0.294
O 2.493 3.513 0.536
N 2.351 5.604 -0.278
N 1.031 4.116 -1.154
H 2.983 5.956 0.426
H 2.076 6.205 -1.041
H 0.829 4.842 -1.826
H 0.635 3.196 -1.287
C 1.610 -2.137 3.429
O 0.611 -1.528 3.647
N 2.798 -1.588 3.394
N 1.686 -3.386 3.234
H 3.511 -2.272 3.186
H 2.949 -0.609 3.591
H 0.948 -4.039 3.455
H 2.580 -3.856 3.268
C -3.891 -0.611 1.500
O -3.079 -0.022 2.239
N -4.939 -1.198 2.010
N -3.816 -0.964 0.210
H -5.395 -1.830 1.367
H -5.187 -0.980 2.965
H -4.563 -1.478 -0.235
H -3.093 -0.390 -0.199
C 3.067 -3.310 0.175
O 4.136 -3.499 0.798
N 2.908 -2.612 -0.913
N 1.898 -3.778 0.398
H 3.754 -2.265 -1.342
H 2.346 -3.262 -1.444
H 1.305 -3.580 -0.396
H 1.705 -4.330 1.222
C -1.054 3.085 2.071
O -1.317 2.024 2.736
N -1.832 3.602 1.200
N -0.019 3.795 2.224
H -2.654 3.042 1.030
H -1.435 4.316 0.606
H 0.317 4.604 1.721
H 0.576 3.351 2.909
C -1.777 -3.399 2.607
O -1.774 -2.246 3.069
N -2.382 -4.400 3.074
N -1.233 -3.647 1.409
H -3.095 -4.165 3.751
H -2.439 -5.166 2.419
H -1.129 -4.616 1.145
H -0.484 -3.017 1.157
C -0.374 -2.918 -3.258
O -0.499 -3.506 -4.272
N 0.304 -1.853 -3.003
N -1.015 -3.256 -2.193
H 0.841 -1.453 -3.759
H 0.414 -1.506 -2.061
H -1.517 -4.132 -2.186
H -1.005 -2.656 -1.380
C 0.575 1.880 -4.466
O 1.631 2.409 -4.535
N -0.193 1.840 -5.508
N 0.141 1.184 -3.456
H -0.041 2.274 -6.408
H -1.028 1.291 -5.367
H 0.754 1.300 -2.662
H -0.714 0.655 -3.549
C 5.045 1.168 0.372
O 6.089 0.514 0.590
N 3.871 0.787 0.802
N 4.910 2.340 -0.155
H 3.048 1.293 0.508
H 3.858 -0.184 1.079
H 4.109 2.878 0.144
H 5.757 2.805 -0.450
*
```

* calculated total energy: -70219.650 eV
* gap between HOMO and LUMO (alpha / beta): 4.54 / 4.48 eV
* molecular weight: 841.05 g/mol
* F_max: 11.9 eV/A

=====

> The highest molecular weight belongs to which entry?

C10H40HfN21O13